# 1
{"formula": "C18H52B3Br2O13P", "method": "wB97M-V/def2-TZVPD", "lumo_ev": -0.10, "gap_ha": 0.3311, "spin_multiplicity": 1, "e_homo_ev": -9.1, "elements": ["O", "C", "Br", "C", "B", "O", "B", "O", "B", "P", "O", "Br", "O", "H", "H", "H", "H", "C", "C", "O", "H", "H", "H", "H", "H", "H", "C", "C", "O", "H", "H", "H", "H", "H", "H", "C", "C", "O", "H", "H", "H", "H", "H", "H", "C", "C", "O", "H", "H", "H", "H", "H", "H", "C", "C", "O", "H", "H", "H", "H", "H", "H", "C", "C", "O", "H", "H", "H", "H", "H", "H", "C", "C", "O", "H", "H", "H", "H", "H", "H", "C", "C", "O", "H", "H", "H", "H", "H", "H"], "positions_angstrom": [[1.2729, 3.5833, -0.1598], [2.0183, 2.6658, -0.2984], [3.6571, 2.6303, 0.7439], [1.8029, 1.4946, -1.2186], [0.2579, 1.2175, -1.2353], [-0.3411, 0.3926, -0.3052], [-1.7175, 0.3567, -0.2438], [-2.4659, 1.3337, -0.8682], [-1.7567, 2.2785, -1.6060], [-2.4630, 4.1202, -1.6376], [-1.6675, 4.6935, -0.3024], [-1.1148, 4.8383, -3.2561], [-0.5624, 1.8657, -2.1427], [2.4173, 0.6559, -0.9039], [2.1421, 1.8069, -2.2137], [-2.2541, -0.5353, 0.3218], [-1.4679, 4.0332, 0.3666], [1.2977, 7.1655, -0.5889], [2.2975, 6.6011, 0.4016], [1.6618, 6.0188, 1.5323], [0.6744, 7.9290, -0.1218], [1.8055, 7.6051, -1.4494], [0.6433, 6.3683, -0.9457], [2.9481, 7.3837, 0.7930], [2.9313, 5.8532, -0.0891], [1.1115, 5.3026, 1.1981], [0.3863, -1.4640, 3.1571], [1.6616, -2.0849, 2.6242], [1.4804, -2.5998, 1.3034], [-0.4267, -2.1895, 3.1711], [0.5203, -1.0731, 4.1669], [0.0843, -0.6412, 2.5027], [1.9784, -2.9301, 3.2339], [2.4739, -1.3495, 2.6235], [1.1958, -1.8648, 0.7492], [2.1007, 2.9518, -6.3822], [3.3080, 2.4878, -5.5918], [2.9524, 1.5976, -4.5352], [1.3810, 3.4425, -5.7259], [2.3955, 3.6526, -7.1643], [1.6018, 2.1048, -6.8594], [3.7980, 3.3309, -5.1060], [4.0382, 2.0084, -6.2511], [2.5317, 0.8257, -4.9280], [-3.1182, -1.6789, 6.6851], [-2.9476, -1.0953, 5.2979], [-2.8603, -2.0917, 4.2817], [-2.2934, -2.3552, 6.9146], [-3.1551, -0.8906, 7.4368], [-4.0472, -2.2526, 6.7510], [-2.0162, -0.5333, 5.2292], [-3.7696, -0.4054, 5.0747], [-3.6733, -2.6059, 4.2954], [4.6338, -1.5096, -1.6063], [4.8337, -0.8336, -2.9467], [5.0055, -1.7915, -3.9893], [5.4857, -2.1431, -1.3581], [4.4961, -0.7812, -0.8024], [3.7470, -2.1399, -1.6434], [5.7261, -0.2080, -2.9453], [3.9805, -0.1894, -3.1792], [4.2002, -2.3255, -3.9984], [-6.5886, 1.6500, 8.8160], [-5.8022, 0.3775, 8.5697], [-4.4080, 0.5430, 8.8068], [-6.2118, 2.4576, 8.1882], [-7.6467, 1.5011, 8.5969], [-6.5013, 1.9633, 9.8590], [-5.8824, 0.0725, 7.5261], [-6.1959, -0.4371, 9.1872], [-4.2868, 0.7990, 9.7264], [0.4559, -2.1852, -3.5731], [1.3258, -3.3352, -4.0438], [2.4726, -3.5033, -3.2009], [1.0299, -1.2546, -3.5613], [-0.4136, -2.0546, -4.2177], [0.0976, -2.3751, -2.5577], [1.7138, -3.1399, -5.0434], [0.7455, -4.2580, -4.0702], [2.1621, -3.6914, -2.3089], [-2.4151, -7.4790, -3.3732], [-1.6671, -6.4630, -4.2130], [-1.2190, -5.3466, -3.4459], [-3.2715, -7.0129, -2.8857], [-2.7703, -8.3052, -3.9902], [-1.7670, -7.8925, -2.5969], [-2.3171, -6.0429, -4.9797], [-0.8180, -6.9384, -4.7160], [-0.6387, -5.6822, -2.7545]], "forces_ev_per_angstrom": [[-0.11, -0.23, -0.05], [-0.05, 0.15, 0.02], [0.04, -0.07, -0.08], [0.20, -0.01, 0.02], [-0.16, -0.28, -0.43], [0.16, 0.20, 0.07], [-0.43, -0.53, -0.06], [0.52, 0.49, 0.28], [-0.46, -0.63, -0.18], [-0.12, -0.01, -0.13], [-0.29, 0.00, -0.01], [0.14, 0.11, -0.16], [0.37, 0.66, 0.45], [-0.01, -0.07, 0.03], [0.02, 0.04, -0.02], [-0.01, 0.07, 0.07], [0.23, -0.05, 0.05], [-0.03, -0.04, 0.03], [-0.03, -0.06, 0.04], [-0.04, 0.12, 0.02], [0.03, 0.00, 0.02], [0.00, 0.00, -0.01], [-0.02, 0.01, -0.06], [0.00, -0.01, 0.01], [0.06, 0.04, -0.03], [0.08, -0.04, 0.00], [-0.06, -0.06, -0.11], [-0.01, 0.08, -0.11], [0.04, 0.03, -0.01], [0.00, 0.00, 0.04], [0.04, 0.02, -0.01], [-0.02, 0.06, 0.08], [-0.02, -0.02, -0.01], [0.03, -0.03, 0.05], [-0.05, -0.01, 0.00], [-0.05, -0.01, 0.07], [-0.01, 0.00, -0.03], [-0.13, 0.01, 0.06], [0.00, 0.01, -0.01], [0.01, 0.00, -0.01], [0.01, 0.01, -0.02], [0.01, 0.00, -0.01], [0.03, 0.02, 0.02], [0.04, -0.01, -0.02], [0.08, -0.10, -0.04], [-0.06, -0.01, -0.02], [0.00, 0.00, -0.01], [0.00, 0.01, 0.00], [-0.02, -0.03, -0.02], [-0.02, 0.03, 0.01], [-0.01, 0.02, 0.01], [0.04, 0.04, 0.00], [0.01, -0.02, 0.01], [0.02, 0.03, 0.18], [-0.11, -0.18, -0.08], [-0.12, 0.15, 0.00], [0.02, 0.03, 0.00], [0.07, 0.04, -0.02], [-0.01, -0.01, 0.05], [0.01, -0.01, -0.03], [0.06, 0.11, 0.06], [0.11, -0.17, 0.09], [0.07, 0.04, -0.02], [0.00, -0.01, 0.04], [-0.04, 0.06, 0.06], [-0.01, 0.00, -0.01], [0.00, -0.01, 0.00], [-0.02, -0.01, 0.00], [-0.02, -0.02, 0.00], [-0.01, -0.02, -0.04], [0.02, 0.01, -0.01], [0.06, 0.05, 0.06], [0.02, 0.02, 0.18], [-0.07, 0.08, -0.26], [-0.01, 0.00, -0.01], [0.00, -0.03, -0.01], [-0.05, 0.00, -0.02], [0.05, -0.03, 0.01], [-0.01, 0.06, -0.12], [0.06, -0.02, 0.03], [-0.02, 0.06, 0.05], [0.02, -0.01, 0.01], [-0.02, -0.10, 0.04], [-0.01, -0.01, -0.01], [0.01, 0.00, -0.01], [0.00, -0.02, -0.02], [0.00, -0.01, -0.01], [-0.01, 0.01, -0.04], [-0.06, 0.00, 0.05]]}

---

# 2
{"formula": "C18H52N2O12", "method": "wB97M-V/def2-TZVPD", "lumo_ev": 0.53, "gap_ha": 0.3655, "spin_multiplicity": 1, "e_homo_ev": -9.4, "de_lowest_kj_mol": 215.2, "elements": ["C", "O", "C", "C", "C", "N", "H", "H", "H", "H", "H", "H", "H", "H", "H", "H", "H", "C", "O", "C", "C", "C", "N", "H", "H", "H", "H", "H", "H", "H", "H", "H", "H", "H", "O", "C", "C", "O", "H", "H", "H", "H", "H", "H", "O", "C", "C", "O", "H", "H", "H", "H", "H", "H", "O", "C", "C", "O", "H", "H", "H", "H", "H", "H", "O", "C", "C", "O", "H", "H", "H", "H", "H", "H", "O", "C", "C", "O", "H", "H", "H", "H", "H", "H"], "positions_angstrom": [[2.6937, 2.7543, 0.5846], [2.9356, 1.5286, -0.0921], [4.2819, 1.3346, -0.6134], [4.2693, 0.2624, -1.7327], [4.0210, -1.0915, -1.1630], [5.6146, 0.2262, -2.3812], [3.0102, 3.5984, -0.0281], [3.2625, 2.7203, 1.5138], [1.6455, 2.8087, 0.8787], [4.6933, 2.2696, -0.9937], [4.9210, 1.0230, 0.2128], [3.5156, 0.4796, -2.4895], [4.8649, -1.3698, -0.5317], [4.0475, -1.7994, -1.9914], [3.0687, -1.1846, -0.6410], [6.2635, -0.0835, -1.6720], [5.5879, -0.5848, -2.9826], [-3.6602, 4.4094, 1.4560], [-2.3345, 4.8531, 1.4223], [-1.3008, 3.9471, 1.8534], [-1.3621, 3.8821, 3.3766], [-1.6336, 5.2646, 4.0540], [-0.1324, 3.3233, 3.9326], [-4.3518, 5.2338, 1.2823], [-3.8174, 3.9252, 2.4199], [-3.7688, 3.6265, 0.7055], [-1.3624, 2.9499, 1.4174], [-0.3346, 4.3681, 1.5753], [-2.1323, 3.1461, 3.6074], [-1.2194, 6.0933, 3.4797], [-1.0981, 5.4180, 4.9910], [-2.6896, 5.4767, 4.2212], [0.5930, 4.0124, 3.7948], [-0.0367, 3.2971, 4.9378], [1.7945, -3.8800, 2.4128], [1.3063, -4.6681, 1.3214], [1.5524, -3.8776, -0.0001], [2.9527, -3.7779, -0.3112], [2.7509, -3.8118, 2.3646], [1.9486, -5.5443, 1.2338], [0.2673, -4.9959, 1.2887], [1.1381, -2.8794, 0.1415], [0.9164, -4.3742, -0.7328], [3.0062, -4.2254, -1.1588], [-2.2100, -2.1221, 3.6908], [-1.0117, -1.5188, 3.2817], [-1.1448, -0.0155, 3.5363], [0.0653, 0.6430, 3.1207], [-2.8477, -1.9392, 2.9969], [-0.1319, -2.0152, 3.6913], [-0.8997, -1.6581, 2.2064], [-1.2318, 0.1979, 4.6017], [-2.0464, 0.4086, 3.0944], [-0.0053, 1.5916, 3.2504], [0.8240, 0.4512, -1.3000], [0.0072, 0.0351, -0.2066], [-1.2665, -0.7584, -0.6963], [-2.1407, 0.0680, -1.3842], [1.6012, 0.9342, -1.0097], [0.5351, -0.7078, 0.3914], [-0.3545, 0.8484, 0.4226], [-1.7908, -1.2042, 0.1490], [-0.9153, -1.5351, -1.3757], [-1.7410, 0.6047, -2.0726], [-2.4842, -3.7600, -0.8063], [-2.3835, -4.9104, -1.6311], [-2.3166, -4.7516, -3.1777], [-1.2505, -3.8626, -3.4895], [-2.4979, -4.0817, 0.0981], [-1.5386, -5.5231, -1.3169], [-3.1793, -5.6084, -1.3711], [-3.2136, -4.3264, -3.6280], [-2.2932, -5.7372, -3.6426], [-1.5202, -3.0204, -3.1159], [-2.7743, -0.3714, -4.6771], [-2.3542, 0.8833, -5.0914], [-0.9453, 1.2298, -4.6159], [-1.0155, 1.7401, -3.2954], [-2.8585, -0.5291, -3.7339], [-2.3621, 0.7685, -6.1753], [-3.1170, 1.6190, -4.8360], [-0.4749, 1.8430, -5.3845], [-0.2880, 0.3702, -4.4848], [-0.1156, 1.6357, -2.9777]], "forces_ev_per_angstrom": [[0.74, -0.63, 0.35], [0.48, -0.20, -0.83], [-0.82, 0.15, -0.26], [0.94, 0.47, 0.62], [-0.43, -0.67, -0.01], [-0.67, 0.53, 0.09], [-0.15, 0.17, 0.02], [0.17, 0.37, 0.16], [-0.04, -0.08, -0.39], [-0.17, 0.20, -0.15], [0.13, -0.22, 0.10], [0.04, 0.36, 0.00], [-0.17, -0.02, 0.40], [-0.30, -0.22, 0.03], [0.14, -0.08, 0.06], [0.32, 0.18, 0.35], [0.01, -0.02, -0.51], [0.58, -1.31, 0.25], [1.55, 0.55, -0.59], [-0.76, 0.96, 0.61], [-0.13, 0.40, 1.72], [-0.04, 0.15, -0.53], [1.31, 0.04, -0.65], [0.26, -0.03, 0.06], [-0.67, 0.14, 0.22], [-0.45, -0.02, -0.27], [-0.26, -0.10, -0.17], [-0.11, 0.30, -0.31], [-0.31, 0.24, 0.36], [-0.21, -0.09, -0.57], [-0.19, -0.74, 0.33], [0.02, -0.02, -0.08], [0.48, 0.16, -0.85], [-1.17, -0.44, 0.41], [-1.48, -0.33, 0.39], [2.41, 1.02, -1.70], [-0.72, -0.31, 1.45], [-1.14, -0.56, -0.19], [0.02, -0.18, -0.33], [-0.21, -0.44, 0.06], [-0.11, 0.48, 1.12], [0.09, 0.17, -0.03], [0.48, 0.00, -0.68], [0.55, 0.04, -0.08], [-0.43, -0.76, 0.35], [-0.12, 1.01, -1.02], [1.88, 0.54, 0.82], [-0.49, -1.35, -0.75], [-0.21, -0.06, 0.12], [-0.21, 0.28, 0.58], [0.18, 0.05, -0.29], [-0.31, -0.41, 0.35], [-0.11, -0.16, -0.57], [-0.03, 0.67, 0.43], [-1.54, -0.40, -0.75], [-0.94, -1.39, -0.25], [2.15, 1.22, -0.59], [-1.90, 0.12, 0.21], [0.41, 0.13, 0.73], [0.37, 0.28, 0.41], [0.30, 0.21, 0.03], [0.08, 0.06, -0.03], [0.15, -0.48, 0.19], [0.70, 0.27, -0.20], [0.07, 0.33, -0.94], [-0.36, -1.88, -0.15], [-0.60, 1.49, 1.46], [0.29, -0.84, -0.39], [-0.01, 0.09, 0.06], [0.76, 0.29, -0.22], [-0.72, 0.08, -0.30], [-0.47, 0.15, 0.44], [0.97, 0.00, 0.11], [0.10, 0.22, -0.02], [-0.54, -1.82, 0.08], [0.54, -0.37, -0.22], [-0.57, -0.61, -0.13], [0.08, 0.90, -0.28], [0.10, 0.69, 0.32], [0.19, 0.36, -0.13], [0.34, 0.54, 0.19], [0.10, 0.80, 0.36], [-0.37, -0.66, -0.85], [0.16, 0.09, 0.85]]}